#P
C2H4O2S | the ωB97M-V functional and the def2-TZVPD basis

The geometry in XYZ format:
```
9
C2H4O2S | OMol25 | the ωB97M-V functional and the def2-TZVPD basis
O -1.117 0.200 1.758
C -0.357 -0.243 0.942
O -0.097 -1.493 0.882
C 0.292 0.571 -0.093
S 0.447 0.047 -1.778
H 0.602 -1.659 0.137
H -0.135 1.569 -0.135
H 1.281 0.823 0.297
H -0.915 0.185 -2.011
```

Computed properties:
SMILES: O=C(O)CS
total charge: 0
HOMO level: -9.952 eV

---

#Q
C2H4O2S | the ωB97M-V functional and the def2-TZVPD basis

The geometry in XYZ format:
```
9
C2H4O2S | OMol25 | the ωB97M-V functional and the def2-TZVPD basis
C -0.586 0.639 0.630
C -0.315 -0.826 -0.686
O 1.614 1.005 -0.888
O 1.872 -0.584 0.931
S 1.014 0.114 0.078
H -1.239 1.400 0.214
H -0.973 0.036 1.533
H -0.877 -1.555 -0.292
H -0.511 -0.229 -1.519
```

Computed properties:
total charge: 0
HOMO level: -10.793 eV

---

The least stable of them is #Q.

---

#P
C2H4O2S | the ωB97M-V functional and the def2-TZVPD basis

The geometry in XYZ format:
```
9
C2H4O2S | OMol25 | the ωB97M-V functional and the def2-TZVPD basis
O 0.102 1.339 -0.468
C -0.674 0.302 0.346
C -0.014 -1.058 -0.052
O 1.119 -0.994 -0.832
S -0.380 -2.520 0.496
H 1.048 1.586 0.004
H -0.286 0.783 1.516
H -1.804 0.545 0.310
H 0.889 0.019 -1.319
```

Computed properties:
SMILES: OCC(O)=S
total charge: 0
HOMO level: -8.807 eV

---

#Q
C2H4O2S | the ωB97M-V functional and the def2-TZVPD basis

The geometry in XYZ format:
```
9
C2H4O2S | OMol25 | the ωB97M-V functional and the def2-TZVPD basis
O -0.665 1.622 -0.065
C -0.715 0.443 -0.050
O -1.893 -0.157 -0.123
C 0.512 -0.452 -0.009
S 2.056 0.301 -0.116
H -1.747 -1.100 -0.156
H 0.440 -0.811 1.085
H 0.462 -1.386 -0.654
H 1.550 1.540 0.088
```

Computed properties:
SMILES: O=C(O)CS
total charge: 0
HOMO level: -9.268 eV

---

#R
C2H4O2S | the ωB97M-V functional and the def2-TZVPD basis

The geometry in XYZ format:
```
9
C2H4O2S | OMol25 | the ωB97M-V functional and the def2-TZVPD basis
C 0.895 -0.565 -0.004
C 1.599 0.517 -0.116
O -2.295 1.153 0.390
O -2.895 -1.182 0.330
S -2.418 -0.071 -0.374
H 0.230 -0.681 -0.811
H 1.083 -1.166 0.870
H 1.323 1.333 -0.797
H 2.477 0.661 0.513
```

Computed properties:
total charge: 0
HOMO level: -10.422 eV

---

#S
C2H4O2S | the ωB97M-V functional and the def2-TZVPD basis

The geometry in XYZ format:
```
9
C2H4O2S | OMol25 | the ωB97M-V functional and the def2-TZVPD basis
O -0.453 -1.352 -0.721
C -0.051 -0.240 -0.953
O 0.173 0.188 -2.199
C 0.297 0.741 0.128
S -0.008 0.219 1.816
H 0.486 1.066 -2.149
H 1.313 0.918 0.055
H -0.170 1.677 -0.062
H -0.747 -0.863 1.412
```

Computed properties:
SMILES: O=C(O)CS
total charge: 0
HOMO level: -9.415 eV

---

The least stable of them is #P.

---

#P
C3H13N2O3 | the ωB97M-V functional and the def2-TZVPD basis

The geometry in XYZ format:
```
21
C3H13N2O3 | OMol25 | the ωB97M-V functional and the def2-TZVPD basis
C 1.787 -0.682 0.245
C 1.081 -0.396 1.634
C -0.450 -0.567 1.404
N -1.086 -1.047 2.535
O -0.968 -0.208 0.379
N 1.234 0.284 -0.762
H 1.675 -1.716 -0.139
H 2.872 -0.433 0.402
H 1.591 -1.106 2.237
H 1.172 0.601 1.964
H -0.669 -1.238 3.378
H -2.108 -0.965 2.458
H 1.558 1.221 -0.537
H 0.109 0.291 -0.665
H 1.398 0.073 -1.762
H -2.455 0.973 -0.522
H -2.868 2.020 -1.465
O -2.115 1.717 -0.976
H -0.780 0.892 -2.756
H -0.681 0.214 -3.972
O -0.297 0.071 -3.081
```

Computed properties:
total charge: +1
HOMO level: -14.665 eV

---

#Q
C3H13N2O3 | the ωB97M-V functional and the def2-TZVPD basis

The geometry in XYZ format:
```
21
C3H13N2O3 | OMol25 | the ωB97M-V functional and the def2-TZVPD basis
O 1.673 -0.681 -1.986
C 1.654 -0.268 -0.838
N 2.736 0.375 -0.326
C 0.499 -0.736 0.053
N -0.543 0.297 0.076
C -1.818 -0.221 0.699
H 3.343 0.762 -1.041
H 2.989 0.622 0.618
H 0.176 -1.600 -0.517
H 0.946 -0.952 1.032
H -0.766 0.500 -0.902
H -0.287 1.208 0.476
H -1.958 -1.245 0.349
H -2.640 0.403 0.340
H -1.875 -0.231 1.786
H -2.505 -1.424 -2.253
H -2.276 -2.935 -2.403
O -2.095 -2.177 -1.805
H 1.608 2.361 2.186
H 0.387 3.294 2.545
O 0.751 2.648 1.911
```

Computed properties:
total charge: +1
HOMO level: -13.930 eV

---

The least stable of them is #Q.

---

#P
CH2S3 | the ωB97M-V functional and the def2-TZVPD basis

The geometry in XYZ format:
```
6
CH2S3 | OMol25 | the ωB97M-V functional and the def2-TZVPD basis
C 1.712 0.546 0.661
S 1.477 -0.781 -0.089
S -1.293 -1.016 -0.314
S -2.047 0.666 0.242
H 0.802 1.211 0.974
H -0.651 -0.626 -1.474
```

Computed properties:
total charge: 0
HOMO level (alpha / beta): -8.567 / -8.283 eV

---

#Q
CH2S3 | the ωB97M-V functional and the def2-TZVPD basis

The geometry in XYZ format:
```
6
CH2S3 | OMol25 | the ωB97M-V functional and the def2-TZVPD basis
C 0.548 0.352 0.419
S -0.094 1.635 -0.594
S -0.277 1.357 1.420
S -0.571 -2.049 -0.383
H 1.564 0.104 0.672
H -1.170 -1.400 -1.535
```

Computed properties:
total charge: 0
HOMO level (alpha / beta): -8.862 / -8.863 eV

---

#R
CH2S3 | the ωB97M-V functional and the def2-TZVPD basis

The geometry in XYZ format:
```
6
CH2S3 | OMol25 | the ωB97M-V functional and the def2-TZVPD basis
C -1.342 -0.140 -0.147
S -1.610 -0.934 1.153
S 1.726 0.649 -0.091
S -1.063 0.555 -1.508
H 1.045 0.543 0.994
H 1.244 -0.673 -0.400
```

Computed properties:
total charge: 0
HOMO level: -8.973 eV

---

#S
CH2S3 | the ωB97M-V functional and the def2-TZVPD basis

The geometry in XYZ format:
```
6
CH2S3 | OMol25 | the ωB97M-V functional and the def2-TZVPD basis
C -0.248 -0.399 0.480
S -0.061 1.354 0.950
S -0.046 -0.535 -1.313
S 0.639 1.338 -1.611
H 0.785 -0.815 0.718
H -1.070 -0.944 0.776
```

Computed properties:
total charge: 0
HOMO level (alpha / beta): -8.367 / -8.476 eV

---

The least stable of them is #Q.

---

#P
C4H6BrNO | the ωB97M-V functional and the def2-TZVPD basis

The geometry in XYZ format:
```
13
C4H6BrNO | OMol25 | the ωB97M-V functional and the def2-TZVPD basis
O 0.103 0.929 -2.552
C -0.764 1.136 -1.787
N -0.969 0.389 -0.621
C -0.631 0.114 0.513
C 0.249 0.391 1.701
C -0.442 -0.968 1.471
H -1.609 1.726 -2.074
H 0.161 0.930 2.523
H 1.265 0.408 1.346
H 0.354 -1.751 1.208
H -1.200 -1.277 2.115
Br 2.083 -1.486 -1.554
H 1.401 -0.543 -2.290
```

Computed properties:
SMILES: O=CN=C1CC1.Br
total charge: 0
HOMO level: -9.282 eV

---

#Q
C4H6BrNO | the ωB97M-V functional and the def2-TZVPD basis

The geometry in XYZ format:
```
13
C4H6BrNO | OMol25 | the ωB97M-V functional and the def2-TZVPD basis
C -1.056 -0.317 1.156
C 0.280 -0.309 0.399
Br 1.712 -0.971 1.478
C 0.530 1.069 -0.293
N 0.496 0.335 -1.546
C 0.252 -0.884 -1.043
O 0.033 -1.947 -1.539
H -1.083 0.296 1.984
H -1.364 -1.247 1.486
H -1.794 0.055 0.482
H -0.257 1.892 -0.094
H 1.506 1.493 0.040
H 0.745 0.535 -2.508
```

Computed properties:
SMILES: C[C@]1(Br)CNC1=O
total charge: 0
HOMO level: -9.850 eV

---

#R
C4H6BrNO | the ωB97M-V functional and the def2-TZVPD basis

The geometry in XYZ format:
```
13
C4H6BrNO | OMol25 | the ωB97M-V functional and the def2-TZVPD basis
C -1.183 1.346 -0.822
C -0.491 1.582 0.310
C 0.712 1.209 0.756
C 1.016 -1.727 0.030
N -0.156 -1.202 0.829
O 1.786 1.199 1.221
Br -1.724 -1.117 -0.122
H -2.240 1.746 -0.893
H -0.823 1.126 -1.898
H -1.033 1.771 1.244
H 2.038 -1.483 0.448
H 1.091 -2.843 -0.082
H 1.007 -1.606 -1.020
```

Computed properties:
total charge: 0
HOMO level (alpha / beta): -7.592 / -7.924 eV

---

The least stable of them is #R.

---

#P
C3H5NOS2 | the ωB97M-V functional and the def2-TZVPD basis

The geometry in XYZ format:
```
12
C3H5NOS2 | OMol25 | the ωB97M-V functional and the def2-TZVPD basis
C 0.779 -1.577 1.555
S 1.379 -0.072 1.015
N 0.100 0.041 -0.050
C 0.227 -0.475 -1.483
O 1.406 -0.773 -1.914
C -0.943 0.687 0.411
S -2.193 1.239 -0.526
H 1.381 -2.477 0.929
H -0.193 -1.449 1.859
H 1.189 -1.538 2.692
H -0.761 -0.196 -1.933
H -0.930 1.086 1.382
```

Computed properties:
SMILES: CSN(C=O)C=S
total charge: 0
HOMO level: -8.933 eV

---

#Q
C3H5NOS2 | the ωB97M-V functional and the def2-TZVPD basis

The geometry in XYZ format:
```
12
C3H5NOS2 | OMol25 | the ωB97M-V functional and the def2-TZVPD basis
C 2.370 -0.672 0.015
C -0.240 0.557 -0.022
C -2.488 -0.254 0.079
H 2.699 0.448 -0.444
H 2.463 -0.214 1.098
H 2.861 -1.700 -0.086
H -1.869 1.650 -0.105
H -1.944 -1.264 0.050
N -1.591 0.716 0.225
O -3.645 -0.005 -0.317
S 0.514 -1.027 -0.270
S 0.869 1.765 -0.224
```

Computed properties:
total charge: 0
HOMO level: -9.034 eV

---

The least stable of them is #P.

---

#P
C3H5NOS2 | the ωB97M-V functional and the def2-TZVPD basis

The geometry in XYZ format:
```
12
C3H5NOS2 | OMol25 | the ωB97M-V functional and the def2-TZVPD basis
C -1.696 -2.740 -0.470
N -1.062 -1.723 -0.860
O -1.554 -0.537 -0.230
C -0.798 0.580 -0.714
C 0.496 0.797 -0.005
S 1.748 1.594 -0.642
S 0.635 0.255 1.667
H -2.506 -2.709 0.264
H -1.309 -3.648 -0.911
H -0.593 0.417 -1.789
H -1.442 1.446 -0.669
H -0.423 -0.560 1.690
```

Computed properties:
SMILES: C=NOCC(=S)S
total charge: 0
HOMO level: -8.835 eV

---

#Q
C3H5NOS2 | the ωB97M-V functional and the def2-TZVPD basis

The geometry in XYZ format:
```
12
C3H5NOS2 | OMol25 | the ωB97M-V functional and the def2-TZVPD basis
C -0.793 1.049 0.365
C 0.274 0.119 -0.273
C -0.358 -1.112 -0.717
N -0.676 2.248 0.679
O -3.065 0.435 -1.155
S -1.811 -1.689 0.415
S -2.713 0.246 0.282
H 0.611 0.786 -1.023
H 1.055 0.062 0.510
H -0.722 -1.051 -1.676
H 0.447 -1.771 -0.746
H -1.313 2.930 1.067
```

Computed properties:
total charge: 0
HOMO level: -8.752 eV

---

The least stable of them is #P.

---

#P
C3H3N3O3 | the ωB97M-V functional and the def2-TZVPD basis

The geometry in XYZ format:
```
12
C3H3N3O3 | OMol25 | the ωB97M-V functional and the def2-TZVPD basis
O -2.105 1.248 -0.230
C -2.477 0.149 -0.646
O -1.580 -1.003 -0.395
C -0.363 -0.526 -0.099
N 0.451 0.182 -0.704
C 1.752 0.348 -0.082
O 2.721 0.901 -0.413
N 1.610 -0.408 1.127
N 0.228 -0.844 1.187
H -3.559 -0.097 -1.324
H 1.675 0.429 2.044
H 0.107 -1.825 1.271
```

Computed properties:
SMILES: O=COc1nc(=O)[nH][nH]1
total charge: 0
HOMO level: -9.895 eV

---

#Q
C3H3N3O3 | the ωB97M-V functional and the def2-TZVPD basis

The geometry in XYZ format:
```
12
C3H3N3O3 | OMol25 | the ωB97M-V functional and the def2-TZVPD basis
C -0.728 1.255 -0.187
C 0.156 0.145 -0.451
C -2.852 0.388 0.694
N -1.971 1.077 0.145
N -0.296 -0.954 -0.036
N -3.869 -0.271 0.013
O -4.865 0.385 -0.141
O -3.679 -1.426 -0.280
O 0.633 -1.991 -0.096
H -0.287 2.218 -0.451
H 1.181 0.435 -0.886
H 0.227 -2.850 -0.093
```

Computed properties:
total charge: 0
HOMO level (alpha / beta): -9.123 / -9.124 eV

---

The least stable of them is #Q.